(1)
The following is a DFT calculation (ωB97M-V with the def2-TZVPD basis set) of a structure of composition C22H30InN10O8PS3 in a non-equilibrium geometry.

ORCA input file:
```
! RIJCOSX wB97M-V def2-TZVPD def2/J DEFGRID3
* xyz 0 1
In 0.65 0.14 0.14
C 2.83 -2.34 1.93
C 1.46 -2.65 2.43
N 1.20 -3.00 3.70
N -0.11 -3.09 3.78
C -0.77 -2.81 2.63
S -2.35 -2.91 2.17
N 0.27 -2.52 1.75
N 0.03 -2.07 0.39
H 3.55 -2.55 2.74
H 2.97 -1.29 1.61
H 3.05 -3.03 1.10
H -0.53 -3.39 4.68
H -0.93 -2.26 0.24
H 0.62 -2.59 -0.35
O -0.04 0.47 4.62
S 0.19 1.10 3.34
O -0.93 1.89 2.86
O 0.66 0.19 2.26
C 1.58 2.26 3.59
C 1.43 3.19 4.63
C 2.44 4.04 4.94
C 3.69 3.95 4.32
C 3.83 3.07 3.24
C 2.74 2.30 2.81
S 2.85 2.02 0.95
O 2.97 0.56 0.56
O 4.07 2.79 0.61
O 1.53 2.53 0.39
H 0.46 3.28 5.13
H 2.34 4.83 5.66
H 4.54 4.57 4.55
H 4.83 3.00 2.79
O 1.31 1.14 -3.38
C 1.74 0.02 -3.16
C 2.61 -0.86 -4.09
C 2.54 -2.24 -3.55
C 1.88 -2.01 -2.20
O 1.85 -2.95 -1.33
N 1.31 -0.76 -2.07
H 3.61 -0.49 -3.89
H 2.31 -0.65 -5.13
H 3.50 -2.66 -3.42
H 1.92 -2.98 -4.11
C -3.99 1.09 -1.54
N -3.70 1.75 -0.25
C -3.43 3.26 -0.47
N -2.50 3.55 -1.54
C -2.97 2.90 -2.81
N -3.16 1.43 -2.70
C -1.87 0.71 -2.61
P -1.21 1.36 -1.00
C -2.50 1.11 0.29
C -1.11 3.19 -1.20
H -5.04 1.30 -1.81
H -3.89 0.05 -1.30
H -3.12 3.74 0.48
H -4.38 3.66 -0.77
H -2.31 3.14 -3.65
H -3.97 3.36 -3.07
H -1.15 0.93 -3.39
H -2.00 -0.37 -2.59
H -2.19 1.59 1.21
H -2.68 0.00 0.50
H -0.39 3.49 -1.99
H -0.86 3.66 -0.23
N -2.21 -5.35 -1.88
C -1.62 -4.83 -3.02
C -1.39 -3.49 -2.77
N -1.89 -3.20 -1.53
C -2.41 -4.30 -1.05
H -2.44 -6.36 -1.72
H -1.44 -5.46 -3.87
H -0.87 -2.77 -3.41
H -3.01 -4.35 -0.13
*
```

Lowest unoccupied orbital energy   0.1 eV

(2)
The following is a DFT calculation (ωB97M-V with the def2-TZVPD basis set) of a structure of composition C22H30LiO6P2.

ORCA input file:
```
! RIJCOSX wB97M-V def2-TZVPD def2/J DEFGRID3
* xyz -1 1
Li -0.79 -1.60 0.14
O -0.31 -5.53 -0.20
C 0.07 -4.38 -0.08
O -0.61 -3.35 0.25
C 1.56 -4.02 -0.33
P 1.71 -2.21 -0.07
C 3.49 -1.98 -0.56
C 4.59 -2.10 0.29
C 5.88 -1.97 -0.21
C 6.10 -1.71 -1.56
C 5.01 -1.57 -2.41
C 3.72 -1.70 -1.91
C 1.85 -2.04 1.75
C 1.64 -3.08 2.65
C 1.71 -2.86 4.02
C 1.99 -1.59 4.51
C 2.18 -0.54 3.62
C 2.10 -0.76 2.25
H 1.83 -4.27 -1.35
H 2.22 -4.60 0.33
H 4.44 -2.31 1.34
H 6.73 -2.07 0.46
H 7.11 -1.61 -1.94
H 5.17 -1.36 -3.46
H 2.87 -1.56 -2.57
H 1.39 -4.08 2.29
H 1.54 -3.68 4.71
H 2.03 -1.41 5.57
H 2.36 0.47 3.98
H 2.21 0.07 1.56
C -5.03 2.58 1.01
C -4.10 1.45 0.59
C -4.22 0.29 1.58
C -4.44 0.99 -0.83
O -2.79 2.03 0.68
P -1.41 1.44 0.07
O -0.31 2.18 0.71
O -1.46 -0.06 0.09
O -1.56 1.79 -1.51
C -1.21 3.05 -2.11
C -1.82 4.23 -1.34
C 0.30 3.18 -2.19
C -1.81 2.98 -3.50
H -6.07 2.25 0.97
H -4.91 3.43 0.33
H -4.80 2.90 2.02
H -5.25 -0.08 1.60
H -3.95 0.63 2.58
H -3.55 -0.52 1.29
H -5.45 0.56 -0.84
H -3.73 0.24 -1.17
H -4.41 1.84 -1.52
H -1.44 4.24 -0.31
H -2.91 4.14 -1.31
H -1.56 5.17 -1.83
H 0.73 3.13 -1.18
H 0.58 4.13 -2.65
H 0.72 2.37 -2.78
H -2.90 2.85 -3.44
H -1.40 2.12 -4.04
H -1.59 3.89 -4.07
*
```

Lowest unoccupied orbital energy   2.8 eV

| no. | orbital gap (Eh) |
| --- | --- |
| 1 | 0.300 |
| 2 | 0.311 |